The following is a quantum chemistry calculation of the molecule C6H12, from the OMol25 dataset.

Values from the calculation:
2S+1: 1
total energy: -6414.4600 eV
SMILES string: CC[C@H]1C[C@H]1C
energy above the lowest of the compared OMol25 structures with the same formula, charge and spin: 57.2 kcal/mol

Bonds (Å) are listed after each position.
Geometry (Å):
1 C -0.63206 -0.84420 -1.29178  C2 1.527, H7 1.092, H8 1.072, H9 1.091
2 C -0.51642 0.67352 -1.41831  C1 1.527, C3 1.524, H10 1.096, H11 1.097
3 C -0.07570 1.28325 -0.09306  C2 1.524, C4 1.500, C5 1.540, H12 1.100
4 C -0.76615 0.85443 1.16810  C3 1.500, C5 1.522, H13 1.085, H14 1.095
5 C 0.67852 0.43059 0.94433  C3 1.540, C4 1.522, C6 1.649, H15 1.097
6 C 1.20855 -1.13041 0.93435  C5 1.649, H16 1.088, H17 1.090, H18 1.120
7 H -0.04431 -1.40085 -2.02538  C1 1.092
8 H -0.15852 -1.09075 -0.36164  C1 1.072
9 H -1.65231 -1.22977 -1.25074  C1 1.091
10 H -1.47115 1.12509 -1.71291  C2 1.096
11 H 0.22125 0.94280 -2.18387  C2 1.097
12 H 0.14367 2.35628 -0.19354  C3 1.100
13 H -1.49109 0.05761 1.03492  C4 1.085
14 H -1.07815 1.58396 1.92225  C4 1.095
15 H 1.42709 0.98278 1.52572  C5 1.097
16 H 1.04600 -1.47103 1.95509  C6 1.088
17 H 2.26983 -1.08837 0.69083  C6 1.090
18 H 0.89095 -2.03494 0.35565  C6 1.120

***

The following is a quantum chemistry calculation of a cluster of 7 separate species, C14H44N2O10 in total, from the OMol25 dataset.

Values from the calculation:
2S+1: 1
total energy: -38681.1398 eV
SMILES string: COCCNCCOC.COCCNCCOC.OCCO.O.O.O.O
energy above the lowest of the compared OMol25 structures with the same formula, charge and spin: 78.5 kcal/mol

Bonds (Å) are listed after each position.
Geometry (Å):
1 C -11.93693 9.37575 -4.30645  O2 1.357, H10 1.090, H11 1.090, H12 1.090
2 O -11.80641 10.67187 -4.68688  C1 1.357, C3 1.393
3 C -11.47466 11.64202 -3.74437  O2 1.393, C4 1.550, H13 1.090, H14 1.090
4 C -9.94952 11.91310 -3.68671  C3 1.550, N5 1.459, H15 1.090, H16 1.090
5 N -9.59480 12.81197 -2.59348  C4 1.459, C6 1.441, H17 1.010
6 C -9.94852 14.19999 -2.74921  N5 1.441, C7 1.522, H18 1.090, H19 1.090
7 C -9.05293 15.07916 -3.61064  C6 1.522, O8 1.417, H20 1.090, H21 1.090
8 O -9.43558 14.81148 -4.94898  C7 1.417, C9 1.434
9 C -8.44319 15.44692 -5.76659  O8 1.434, H22 1.090, H23 1.090, H24 1.090
10 H -12.64794 9.35622 -3.48050  C1 1.090
11 H -11.11870 9.00625 -3.68833  C1 1.090
12 H -12.32094 8.65182 -5.02517  C1 1.090
13 H -11.74456 11.36053 -2.72653  C3 1.090
14 H -11.99375 12.50474 -4.16194  C3 1.090
15 H -9.65228 12.26002 -4.67636  C4 1.090
16 H -9.35500 11.01615 -3.51308  C4 1.090
17 H -8.58812 12.79444 -2.51364  N5 1.010
18 H -9.77025 14.67649 -1.78522  C6 1.090
19 H -11.01849 14.22583 -2.95562  C6 1.090
20 H -8.02581 14.73846 -3.48008  C7 1.090
21 H -9.01616 16.11427 -3.27109  C7 1.090
22 H -7.40007 15.21768 -5.54878  C9 1.090
23 H -8.48319 16.52830 -5.63572  C9 1.090
24 H -8.56733 15.26334 -6.83382  C9 1.090
25 C -2.12577 10.38631 -10.76638  O26 1.420, H34 1.090, H35 1.090, H36 1.090
26 O -1.45863 10.57496 -9.52731  C25 1.420, C27 1.389
27 C -0.86245 11.79787 -9.24941  O26 1.389, C28 1.541, H37 1.090, H38 1.090
28 C -1.96127 12.85500 -9.02762  C27 1.541, N29 1.404, H39 1.090, H40 1.090
29 N -2.94328 12.47988 -8.09625  C28 1.404, C30 1.488, H41 1.010
30 C -2.44489 12.30229 -6.70575  N29 1.488, C31 1.561, H42 1.090, H43 1.090
31 C -3.74420 11.96139 -5.91037  C30 1.561, O32 1.357, H44 1.090, H45 1.090
32 O -4.54379 13.00260 -5.56813  C31 1.357, C33 1.414
33 C -5.69801 12.68891 -4.81384  O32 1.414, H46 1.090, H47 1.090, H48 1.090
34 H -1.79181 9.47290 -11.25856  C25 1.090
35 H -1.86154 11.19328 -11.44983  C25 1.090
36 H -3.19713 10.26967 -10.60307  C25 1.090
37 H -0.11761 12.18174 -9.94652  C27 1.090
38 H -0.29991 11.57821 -8.34199  C27 1.090
39 H -2.57920 12.83607 -9.92535  C28 1.090
40 H -1.44477 13.76609 -8.72557  C28 1.090
41 H -3.10078 11.54731 -8.45068  N29 1.010
42 H -1.98369 13.18685 -6.26649  C30 1.090
43 H -1.80612 11.44606 -6.48908  C30 1.090
44 H -3.26522 11.52406 -5.03434  C31 1.090
45 H -4.46424 11.26881 -6.34623  C31 1.090
46 H -6.31678 12.08175 -5.47458  C33 1.090
47 H -6.19108 13.64969 -4.66592  C33 1.090
48 H -5.44494 12.21575 -3.86506  C33 1.090
49 C -5.67708 20.10320 -4.92189  C50 1.567, O52 1.490, H53 1.090, H54 1.090
50 C -7.13129 19.71478 -5.35678  C49 1.567, O51 1.478, H55 1.090, H56 1.090
51 O -7.33894 20.61234 -6.51211  C50 1.478, H57 0.960
52 O -5.88512 21.44427 -4.30587  C49 1.490, H58 0.960
53 H -4.89694 20.18346 -5.67889  C49 1.090
54 H -5.48670 19.39413 -4.11624  C49 1.090
55 H -7.89737 19.89123 -4.60175  C50 1.090
56 H -7.37089 18.68192 -5.60954  C50 1.090
57 H -6.91276 21.46498 -6.39823  O51 0.960
58 H -5.17526 21.99699 -4.64083  O52 0.960
59 O -6.96217 18.73528 -2.18421  H60 0.957, H61 0.957
60 H -6.69275 18.67540 -1.26767  O59 0.957
61 H -7.88474 18.98772 -2.14716  O59 0.957
62 O -4.35546 14.92952 -0.61370  H63 0.957, H64 0.957
63 H -3.40191 14.94325 -0.53133  O62 0.957
64 H -4.54887 15.59468 -1.27431  O62 0.957
65 O -5.18834 16.47350 -2.74411  H66 0.957, H67 0.957
66 H -5.81931 17.18136 -2.61359  O65 0.957
67 H -5.37481 16.14493 -3.62360  O65 0.957
68 O -4.94793 15.66142 -5.34670  H69 0.957, H70 0.957
69 H -4.61131 15.85920 -6.22066  O68 0.957
70 H -4.78365 14.72537 -5.23240  O68 0.957

***

The following is a quantum chemistry calculation of a cluster of 16 separate species, C24H67N15O33P in total, from the OMol25 dataset.

Values from the calculation:
2S+1: 1
total energy: -125140.1488 eV
total charge: -1

Bonds (Å) are listed after each position.
Geometry (Å):
1 C 0.07200 5.22831 1.23775  C2 1.533, H14 1.090, H15 1.086, H16 1.095
2 C -1.34128 5.43390 0.68022  C1 1.533, C3 1.535, H17 1.091, H18 1.099
3 C -2.36515 4.35975 1.07151  C2 1.535, C4 1.547, H19 1.093, H20 1.093
4 C -2.42913 3.07529 0.21153  C3 1.547, C5 1.544, O13 1.408, H21 1.108
5 C -1.87067 3.14917 -1.22588  C4 1.544, O6 1.395, H22 1.097, H23 1.099
6 O -1.57194 1.83983 -1.60222  C5 1.395, P7 1.781
7 P -0.79004 1.05975 -0.20488  O6 1.781, C8 1.905, O13 1.788, H24 1.452, H25 1.454, H26 1.444
8 C 0.12129 0.29444 1.28223  P7 1.905, C9 1.541, H27 1.090, H28 1.097
9 C 1.57294 -0.12440 0.97660  C8 1.541, C10 1.520, H29 1.091, H30 1.099
10 C 2.42222 1.05007 0.51714  C9 1.520, O11 1.438, H31 1.091, H32 1.094
11 O 3.72951 0.69793 0.03360  C10 1.438, C12 1.411
12 C 3.68413 -0.19039 -1.06226  O11 1.411, H33 1.093, H34 1.095, H35 1.093
13 O -2.01731 1.87016 0.81135  C4 1.408, P7 1.788
14 H 0.64720 4.53569 0.62305  C1 1.090
15 H 0.03397 4.88473 2.26711  C1 1.086
16 H 0.59733 6.18899 1.23181  C1 1.095
17 H -1.30719 5.57488 -0.40120  C2 1.091
18 H -1.69630 6.39329 1.08208  C2 1.099
19 H -3.35535 4.81936 1.01103  C3 1.093
20 H -2.22975 4.07315 2.11759  C3 1.093
21 H -3.51397 2.93282 0.03990  C4 1.108
22 H -1.00465 3.81373 -1.33768  C5 1.097
23 H -2.66388 3.55460 -1.86876  C5 1.099
24 H 0.00386 2.26607 -0.05561  P7 1.452
25 H 0.14896 0.41756 -1.11119  P7 1.454
26 H -1.68590 -0.06843 -0.30957  P7 1.444
27 H 0.07850 0.96509 2.14055  C8 1.090
28 H -0.41059 -0.62547 1.55589  C8 1.097
29 H 1.54111 -0.92488 0.23627  C9 1.091
30 H 2.02836 -0.51134 1.89915  C9 1.099
31 H 1.91641 1.65330 -0.23752  C10 1.091
32 H 2.59343 1.69657 1.38257  C10 1.094
33 H 4.41338 0.10954 -1.81923  C12 1.093
34 H 3.92944 -1.20438 -0.72921  C12 1.095
35 H 2.68726 -0.23428 -1.50821  C12 1.093
36 C 1.24744 1.75505 5.36456  N37 1.488, H40 1.082, H41 1.084, H42 1.086
37 N 0.73916 2.94328 4.62703  C36 1.488, O38 1.210, O39 1.218
38 O 0.76604 2.91211 3.41814  N37 1.210
39 O 0.31299 3.86703 5.29717  N37 1.218
40 H 1.57723 1.02429 4.63843  C36 1.082
41 H 2.06385 2.08330 5.99737  C36 1.084
42 H 0.42380 1.37868 5.96361  C36 1.086
43 C -4.50851 0.15527 0.08529  N44 1.483, H47 1.091, H48 1.086, H49 1.080
44 N -4.57567 -1.05786 0.93489  C43 1.483, O45 1.207, O46 1.233
45 O -3.81700 -1.18246 1.86474  N44 1.207
46 O -5.42991 -1.89964 0.64959  N44 1.233
47 H -3.69937 0.79367 0.44214  C43 1.091
48 H -4.31688 -0.17695 -0.93078  C43 1.086
49 H -5.47096 0.64156 0.15173  C43 1.080
50 C 4.28577 -4.02239 -3.01786  N51 1.487, H54 1.083, H55 1.084, H56 1.086
51 N 3.90533 -3.69761 -1.61727  C50 1.487, O52 1.218, O53 1.208
52 O 4.79068 -3.64096 -0.78312  N51 1.218
53 O 2.73216 -3.50042 -1.40686  N51 1.208
54 H 5.35709 -4.17513 -3.06220  C50 1.083
55 H 3.75053 -4.92561 -3.28944  C50 1.084
56 H 3.97677 -3.18638 -3.63844  C50 1.086
57 C -4.41536 -4.64486 -0.54293  N58 1.488, H61 1.082, H62 1.086, H63 1.086
58 N -3.43492 -5.29933 -1.45164  C57 1.488, O59 1.220, O60 1.212
59 O -3.56937 -6.48994 -1.68152  N58 1.220
60 O -2.56641 -4.60608 -1.93483  N58 1.212
61 H -5.11498 -5.40230 -0.21348  C57 1.082
62 H -3.86748 -4.22414 0.29456  C57 1.086
63 H -4.90768 -3.85528 -1.10236  C57 1.086
64 C -6.76809 -1.60396 3.46530  N65 1.488, H68 1.083, H69 1.086, H70 1.086
65 N -7.73431 -0.54535 3.86356  C64 1.488, O66 1.217, O67 1.212
66 O -8.79156 -0.89085 4.35694  N65 1.217
67 O -7.40686 0.60470 3.66328  N65 1.212
68 H -7.20825 -2.56484 3.70320  C64 1.083
69 H -6.58851 -1.50642 2.39906  C64 1.086
70 H -5.84833 -1.43610 4.01740  C64 1.086
71 C 4.61065 -1.82066 5.29904  N72 1.486, H75 1.083, H76 1.086, H77 1.086
72 N 3.69555 -0.71692 5.69021  C71 1.486, O73 1.215, O74 1.214
73 O 2.65861 -1.00434 6.25485  N72 1.215
74 O 4.04699 0.41269 5.41982  N72 1.214
75 H 4.16046 -2.75681 5.60572  C71 1.083
76 H 4.74341 -1.77196 4.22274  C71 1.086
77 H 5.55846 -1.64391 5.79789  C71 1.086
78 C 5.46678 2.89450 1.38312  N79 1.488, H82 1.082, H83 1.086, H84 1.086
79 N 6.42961 3.99058 1.67475  C78 1.488, O80 1.219, O81 1.212
80 O 7.21116 4.31611 0.79804  N79 1.219
81 O 6.38863 4.49422 2.77650  N79 1.212
82 H 5.62693 2.54697 0.37150  C78 1.082
83 H 5.65001 2.10559 2.10672  C78 1.086
84 H 4.46395 3.29277 1.50630  C78 1.086
85 C 10.15472 3.70215 0.60305  N86 1.490, H89 1.081, H90 1.086, H91 1.085
86 N 11.22824 3.02994 -0.18085  C85 1.490, O87 1.213, O88 1.215
87 O 11.09004 1.85575 -0.45141  N86 1.213
88 O 12.18351 3.70992 -0.50080  N86 1.215
89 H 9.37841 2.97954 0.81323  C85 1.081
90 H 10.61399 4.07840 1.51208  C85 1.086
91 H 9.77392 4.52204 0.00387  C85 1.085
92 C 1.13243 -6.11481 -5.47404  N93 1.488, H96 1.083, H97 1.086, H98 1.085
93 N 2.51522 -6.42162 -5.01893  C92 1.488, O94 1.214, O95 1.215
94 O 2.65439 -7.06549 -3.99912  N93 1.214
95 O 3.42833 -5.99128 -5.69593  N93 1.215
96 H 0.43486 -6.54930 -4.76919  C92 1.083
97 H 1.03594 -5.03393 -5.51077  C92 1.086
98 H 1.01354 -6.53900 -6.46607  C92 1.085
99 C -8.69690 2.05881 -2.69872  N100 1.490, H103 1.083, H104 1.086, H105 1.086
100 N -7.29558 1.73945 -2.30705  C99 1.490, O101 1.214, O102 1.210
101 O -7.12695 1.11979 -1.27667  N100 1.214
102 O -6.42136 2.12358 -3.05027  N100 1.210
103 H -9.36121 1.65539 -1.94420  C99 1.083
104 H -8.77243 3.13982 -2.76514  C99 1.086
105 H -8.86947 1.60804 -3.67122  C99 1.086
106 C -4.89160 8.16700 0.19052  N107 1.489, H110 1.083, H111 1.086, H112 1.086
107 N -3.97096 7.52472 -0.78714  C106 1.489, O108 1.209, O109 1.215
108 O -4.07027 6.33106 -0.95196  N107 1.209
109 O -3.17354 8.25294 -1.34490  N107 1.215
110 H -5.53187 7.39886 0.60711  C106 1.083
111 H -4.27423 8.63059 0.95399  C106 1.086
112 H -5.45910 8.92051 -0.34721  C106 1.086
113 C 7.64122 -3.11045 0.89613  N114 1.488, H117 1.083, H118 1.086, H119 1.086
114 N 7.55870 -2.15319 2.03179  C113 1.488, O115 1.215, O116 1.211
115 O 6.79876 -2.41406 2.94316  N114 1.215
116 O 8.26027 -1.16774 1.97224  N114 1.211
117 H 6.96302 -3.93255 1.08721  C113 1.083
118 H 7.35476 -2.56811 0.00043  C113 1.086
119 H 8.67416 -3.43919 0.83170  C113 1.086
120 C -3.41128 -9.36559 1.07609  N121 1.489, H124 1.083, H125 1.086, H126 1.086
121 N -4.36863 -8.31541 1.51955  C120 1.489, O122 1.213, O123 1.211
122 O -5.43642 -8.66788 1.97474  N121 1.213
123 O -4.00648 -7.16806 1.37859  N121 1.211
124 H -3.86234 -10.33453 1.25207  C120 1.083
125 H -3.21832 -9.19175 0.02127  C120 1.086
126 H -2.50018 -9.23307 1.65145  C120 1.086
127 C -3.99873 -5.83268 -4.86119  N128 1.487, H131 1.083, H132 1.085, H133 1.086
128 N -3.00802 -6.48783 -5.75617  C127 1.487, O129 1.213, O130 1.215
129 O -3.12742 -7.67417 -5.97753  N128 1.213
130 O -2.13132 -5.77916 -6.20883  N128 1.215
131 H -4.70843 -6.58169 -4.53261  C127 1.083
132 H -3.44220 -5.41282 -4.02931  C127 1.085
133 H -4.47849 -5.04663 -5.43706  C127 1.086
134 C -0.46507 5.61920 -3.84840  N135 1.490, H138 1.085, H139 1.086, H140 1.086
135 N 0.95818 5.50727 -3.42089  C134 1.490, O136 1.208, O137 1.219
136 O 1.20476 4.94509 -2.38053  N135 1.208
137 O 1.78516 6.00644 -4.16396  N135 1.219
138 H -1.09686 5.13285 -3.11321  C134 1.085
139 H -0.68345 6.67975 -3.92982  C134 1.086
140 H -0.54524 5.13573 -4.81716  C134 1.086

***

| no. | maximum force (hartree/bohr) |
| --- | --- |
| 1 | 0.0271 |
| 2 | 0.0664 |
| 3 | 0.0262 |